The following is a quantum chemistry calculation of C20H12BrN2O9Ti as an isolated structure, from the Open Molecules 2025 dataset.

As for the charge: -1. Its LUMO energy (spin up / spin down) is 0.0882 / 0.0867 Eh. As for the multiplicity: 3.

Last column: Löwdin charge in e.
Geometry (Å):
Ti1 0.6407 0.1343 1.0617  1.180
C1 1.7336 2.9606 2.1484  -0.079
C2 2.3933 3.4579 1.0349  -0.081
C3 3.4142 2.7246 0.4427  -0.090
C4 3.7674 1.4855 0.9511  -0.081
C5 3.1143 0.9831 2.0721  -0.113
C6 2.1054 1.7295 2.6837  -0.131
H1 0.9142 3.5102 2.5914  0.116
H2 2.0941 4.4077 0.6109  0.105
H3 3.9104 3.1064 -0.4403  0.104
H4 4.5336 0.8967 0.4642  0.112
H5 3.3708 0.0077 2.4660  0.118
H6 1.5930 1.3304 3.5488  0.113
O1 -2.7560 1.1365 3.0823  0.076
C7 -1.8740 0.5386 2.5068  -0.533
O2 -0.9211 1.1090 1.7902  -0.133
C8 -1.7779 -0.9738 2.4564  -0.056
C9 -2.8336 -1.8024 2.1453  0.067
C10 -2.5613 -3.0878 1.6766  -0.146
C11 -1.2696 -3.4959 1.3406  0.082
C12 -0.2307 -2.6527 1.6532  -0.115
C13 -0.4612 -1.4828 2.4079  -0.343
O3 0.5498 -0.7768 2.8469  -0.140
N1 1.0774 -2.7511 1.0963  -0.279
O4 1.4950 -3.8038 0.5734  -0.009
O5 1.5431 -1.5462 0.6193  -0.202
N2 -3.6701 -3.9780 1.3784  -0.368
O6 -4.8044 -3.5864 1.6053  0.044
O7 -3.4197 -5.0808 0.9169  0.044
H7 -3.8522 -1.4468 2.2017  0.131
H8 -1.0897 -4.4133 0.8008  0.126
Br1 -3.0423 -0.6903 -5.4974  0.720
C14 -1.5959 0.2393 -4.6903  -0.674
C15 -0.8486 1.1179 -5.4588  -0.134
C16 0.2084 1.7997 -4.8717  -0.073
C17 0.5085 1.6016 -3.5330  -0.012
C18 -0.2528 0.7175 -2.7822  -0.113
C19 -1.3134 0.0260 -3.3546  -0.048
C20 0.0602 0.5006 -1.3407  -0.553
O8 -0.6196 -0.2921 -0.6475  -0.007
O9 1.0273 1.1265 -0.7937  -0.063
H9 -1.0919 1.2654 -6.5020  0.095
H10 0.7957 2.4866 -5.4672  0.102
H11 1.3254 2.1185 -3.0484  0.117
H12 -1.8893 -0.6574 -2.7466  0.120